(1)
Molecular formula: C4H7N3
Method: DFT, ωB97M-V/def2-TZVPD

For the energy above the lowest of the compared OMol25 structures with the same formula, charge and spin, the calculation gives 3.477 eV. As for the LUMO energy: 0.05 eV. The value obtained for the HOMO-LUMO gap is 6.9393 eV.

```
14
C4H7N3 | the OMol25 dataset | ωB97M-V/def2-TZVPD
N 1.35567 -1.30206 1.37022
C 0.39607 -0.55355 0.53007
C 0.39590 0.79445 0.58144
C -0.58792 1.05357 -0.46944
N -1.01102 2.36220 -0.79132
C -1.01550 -0.10367 -1.06206
N -0.31130 -1.18600 -0.49537
H 2.06875 -1.82968 0.85616
H 0.93464 -1.91947 2.07145
H 1.79252 -0.49527 1.84553
H -1.14375 2.50791 -1.78462
H -0.32631 3.02037 -0.44000
H -1.74740 -0.28571 -1.84098
H -0.80036 -2.06309 -0.37108
```

Results of the natural (NBO) charge analysis, in e, for atoms 1 through 5:
1 N -0.69
2 C 0.06
3 C -0.44
4 C 0.05
5 N -0.82

---

(2)
Molecular formula: C27H28Cl4N7O4Pb
Method: DFT, ωB97M-V/def2-TZVPD

For the energy above the lowest of the compared OMol25 structures with the same formula, charge and spin, the calculation gives 0.237 eV. As for the LUMO energy (spin up / spin down): -6.83 / -6.83 eV. The value obtained for the HOMO-LUMO gap (spin up / spin down) is 2.6351 / 2.6077 eV. Its total charge is +1.

```
71
C27H28Cl4N7O4Pb | the OMol25 dataset | ωB97M-V/def2-TZVPD
Pb 0.12444 -0.58166 0.69301
C 0.55552 3.37132 3.57968
C 0.24018 1.99878 3.07251
N -0.32417 1.71198 1.86373
N -0.83150 2.80272 1.29521
C -1.51136 2.49969 0.13139
O -1.58394 1.33815 -0.33905
C -2.18398 3.66429 -0.51673
C -2.88987 3.44877 -1.73674
C -3.56542 4.48568 -2.32463
C -3.54752 5.78231 -1.76700
C -2.85891 5.97519 -0.55569
C -2.23652 4.93150 0.07709
C 0.57790 0.85101 3.88278
C 1.14851 1.01794 5.16910
C 1.61120 -0.07540 5.87431
C 1.34256 -1.33856 5.33889
C 0.72322 -1.41433 4.09519
N 0.35065 -0.38679 3.37992
H 0.18086 4.15043 2.85463
H 1.62333 3.47889 3.80979
H -0.00517 3.50471 4.53998
H -2.91082 2.41390 -2.12255
H -4.14702 4.29265 -3.24920
H -4.03499 6.69214 -2.19520
H -2.63680 6.98168 -0.22968
H -1.75081 5.08014 1.03056
H 1.29457 1.99269 5.53356
H 2.07095 0.05280 6.83729
H 1.60882 -2.22504 5.87088
H 0.65140 -2.36928 3.60457
Cl 3.32523 -6.75159 -0.88857
C 2.92682 -5.34244 -0.06743
C 3.66426 -4.89673 1.02047
Cl 4.88590 -5.89058 1.73131
C 3.39369 -3.64108 1.63907
Cl 4.44236 -2.91559 2.76899
C 2.27392 -2.87100 1.16144
O 2.13391 -1.61046 1.42724
C 1.27631 -3.55960 0.30981
O 0.06592 -3.13269 0.19263
C 1.72295 -4.72041 -0.38549
Cl 0.74442 -5.20047 -1.69083
C -2.47064 -1.91627 2.97781
O -1.72535 -2.01989 1.75813
H -2.41462 -2.76927 3.65086
H -3.51763 -1.76298 2.72047
H -2.10766 -1.02383 3.47818
H -1.60429 -2.90751 1.41980
C 1.03611 0.67293 -2.67755
N 0.96644 0.72916 -4.15316
C 1.62073 -0.50093 -4.67631
N 0.93007 -1.69580 -4.23919
C 0.97916 -1.76772 -2.76078
N 0.33370 -0.55780 -2.19707
C -1.07341 -0.56355 -2.65697
N -1.19161 -0.52412 -4.14930
C -0.42563 0.70862 -4.62290
C -0.43236 -1.67332 -4.68924
H 0.55978 1.55087 -2.22212
H 2.06551 0.67438 -2.35380
H 2.63598 -0.49196 -4.26639
H 1.60274 -0.41588 -5.77134
H 2.01369 -1.83874 -2.37492
H 0.43885 -2.63672 -2.29616
H -1.58707 0.33258 -2.29457
H -1.56522 -1.49215 -2.30195
H -0.96843 1.59634 -4.17086
H -0.55750 0.81899 -5.71102
H -0.53865 -1.56202 -5.79627
H -0.94367 -2.55909 -4.33960
```

Results of the Löwdin charge analysis, in e, for atoms 1 through 5:
1 Pb 1.66
2 C -0.04
3 C -0.26
4 N -0.06
5 N 0.02

---

(3)
Molecular formula: C33H66O19
Method: DFT, ωB97M-V/def2-TZVPD

For the energy above the lowest of the compared OMol25 structures with the same formula, charge and spin, the calculation gives 0.000 eV. As for the LUMO energy: 0.39 eV. The value obtained for the HOMO-LUMO gap is 9.5104 eV. Its SMILES is COC(=O)OC.COC(=O)OC.COC(=O)OC.COC(=O)OC.CC(C)=O.CC(C)=O.CC(C)=O.CC(C)=O.CC(C)=O.CC(C)=O.CC(C)=O.

```
118
C33H66O19 | the OMol25 dataset | ωB97M-V/def2-TZVPD
C -2.08240 -0.77524 -0.72177
O -1.23676 -0.81006 0.40887
C 0.02918 -0.44562 0.25239
O 0.55711 -0.05527 -0.75789
O 0.58339 -0.58085 1.44285
C 2.00576 -0.46413 1.59155
H -1.86298 -1.52599 -1.47331
H -1.97788 0.20164 -1.20202
H -3.11424 -0.79514 -0.38984
H 2.34229 0.55727 1.39305
H 2.51446 -1.21474 0.99528
H 2.23609 -0.60890 2.64360
C -8.51968 3.04362 -0.39177
O -7.54528 2.04788 -0.65110
C -7.35752 1.18369 0.33997
O -7.93743 1.17745 1.38670
O -6.37154 0.37274 -0.02043
C -6.21453 -0.84342 0.69731
H -9.48840 2.60622 -0.15151
H -8.60983 3.67916 -1.26621
H -8.22689 3.66591 0.45813
H -6.34001 -0.68893 1.76975
H -5.19707 -1.17376 0.51744
H -6.94079 -1.58520 0.36793
C 3.42959 -5.72266 -4.05412
O 2.38786 -6.03388 -3.14680
C 1.73243 -5.08543 -2.48699
O 0.78878 -5.32534 -1.78534
O 2.23831 -3.86944 -2.70905
C 1.67316 -2.82286 -1.92972
H 4.11661 -6.56700 -4.08922
H 4.02418 -4.87984 -3.69872
H 3.05290 -5.52860 -5.05551
H 1.93543 -1.85426 -2.34904
H 2.12791 -2.82103 -0.93567
H 0.59715 -2.90908 -1.81035
C -3.69015 2.47701 0.28125
O -3.95380 2.68317 -1.08406
C -4.62969 3.75585 -1.46988
O -4.96156 3.92827 -2.60253
O -4.88847 4.58798 -0.45078
C -5.47388 5.83705 -0.80266
H -4.59392 2.16638 0.81668
H -3.33362 3.34383 0.83752
H -2.95434 1.68502 0.37990
H -4.73632 6.50067 -1.24423
H -5.84490 6.28516 0.11885
H -6.34544 5.68182 -1.43787
C 6.61998 2.06162 5.74435
C 5.56708 2.48805 4.74540
C 5.34809 1.58379 3.56364
O 4.98034 3.53574 4.86203
H 7.33942 1.39326 5.26836
H 6.16291 1.45729 6.53376
H 7.08800 2.93755 6.17977
H 4.88308 0.64820 3.88911
H 6.31253 1.30853 3.13874
H 4.71075 2.04651 2.81548
C 1.86519 1.33143 4.68583
C 1.06721 2.59235 4.52188
C 1.83590 3.83646 4.18476
O -0.11667 2.61180 4.73703
H 2.47988 1.27846 5.58411
H 2.61404 1.27226 3.88585
H 1.25521 0.44509 4.51991
H 1.21577 4.62826 3.77021
H 2.70217 3.66345 3.55556
H 2.17924 4.22586 5.15147
C 3.29883 1.30286 -1.55206
C 2.54136 2.59639 -1.37356
C 1.72112 3.10536 -2.53656
O 2.61679 3.21790 -0.34692
H 2.63699 0.57628 -2.02443
H 3.57091 0.94687 -0.56800
H 4.19744 1.42007 -2.15783
H 1.23750 2.29496 -3.07329
H 2.40216 3.62066 -3.22178
H 1.03799 3.85747 -2.14695
C -0.64427 -0.35917 -3.98798
C -1.03065 -1.62416 -4.70899
C -1.76959 -2.64964 -3.86480
O -0.76116 -1.84325 -5.86482
H -0.44470 -0.66860 -2.96273
H -1.46404 0.36318 -3.95171
H 0.20625 0.14735 -4.43974
H -1.12697 -3.09972 -3.10815
H -2.06196 -3.42982 -4.57054
H -2.67128 -2.23482 -3.41792
C 7.00402 -0.94469 -0.45699
C 6.44828 -0.97127 0.93703
C 7.41295 -1.39238 2.02816
O 5.30931 -0.66742 1.19235
H 7.60354 -1.85060 -0.60625
H 7.70631 -0.11688 -0.58308
H 6.24284 -0.89903 -1.22850
H 7.37651 -2.47063 2.16734
H 7.19796 -0.83726 2.93635
H 8.43375 -1.12301 1.73704
C 2.10981 -4.04355 3.91879
C 1.76911 -4.05880 2.44631
C 0.37128 -4.46049 2.05321
O 2.57784 -3.72910 1.61902
H 2.05512 -5.05568 4.31913
H 1.40937 -3.41160 4.46805
H 3.11345 -3.63298 4.01593
H -0.19169 -3.52300 1.95656
H -0.12361 -4.98540 2.87292
H 0.35411 -5.02336 1.12682
C -5.92502 -1.49011 -3.17658
C -5.19566 -0.18799 -3.42980
C -5.98532 1.03244 -3.81546
O -3.98800 -0.12756 -3.32997
H -6.69766 -1.37982 -2.41618
H -5.18252 -2.22407 -2.85826
H -6.38513 -1.88521 -4.08458
H -6.80626 0.82681 -4.50046
H -5.27585 1.66282 -4.35830
H -6.28493 1.60256 -2.93973
```

Results of the Löwdin charge analysis, in e, for atoms 1 through 5:
1 C -0.04
2 O 0.01
3 C -0.60
4 O 0.12
5 O 0.01

---

(4)
Molecular formula: C46H41LuN9O2PS
Method: DFT, ωB97M-V/def2-TZVPD

As for the LUMO energy: 4.16 eV. The value obtained for the HOMO-LUMO gap is 5.0040 eV. Its total charge is -2.

```
101
C46H41LuN9O2PS | the OMol25 dataset | ωB97M-V/def2-TZVPD
Lu 1.48521 1.24877 -0.00436
N 2.55957 2.53691 4.14073
C 2.30167 1.78539 3.00701
S 3.47356 1.86842 1.73457
N 1.18232 1.12590 3.09433
N 0.83272 0.27253 1.96009
C -0.54065 0.70454 1.64074
C -1.41405 0.48884 0.60505
C -2.35069 1.66092 0.39881
C -3.42879 1.48424 -1.44899
C -3.07888 0.14326 -1.98609
C -2.24939 -0.71301 -1.38118
N -1.50581 -0.59466 -0.21334
H 3.51839 2.81430 4.25462
H 2.05409 2.24667 4.96283
H -0.77057 1.55596 2.26241
H -2.21613 2.35646 1.22231
H -4.13960 2.01441 -2.08331
H -3.51659 -0.17873 -2.92124
H -2.06169 -1.68114 -1.82596
C -0.23591 -2.03154 6.14151
C -1.02811 -2.31042 5.04231
C -0.56763 -2.01858 3.75940
C 0.67048 -1.43030 3.58414
C 1.47983 -1.16849 4.68924
C 1.02809 -1.47003 5.95959
N 1.06889 -1.09913 2.24970
C 2.24273 -1.75159 1.71272
C 2.60801 -2.91315 2.39419
C 3.70659 -3.69598 2.05971
C 4.50103 -3.29083 1.00478
C 4.13359 -2.18313 0.26507
C 2.96552 -1.43552 0.50803
N 2.57591 -0.47608 -0.39658
N 3.35934 -0.45419 -1.58758
C 3.52219 0.72072 -2.11224
C 4.28871 0.82848 -3.34714
C 4.66947 2.03509 -3.80953
C 4.29326 3.22910 -3.11025
C 3.46324 3.08363 -2.04140
N 2.99101 1.90085 -1.58483
H -0.58976 -2.25766 7.14073
H -2.00145 -2.76864 5.16949
H -1.14190 -2.28165 2.88196
H 2.46021 -0.74047 4.52804
H 1.65985 -1.26432 6.81614
H 1.99661 -3.24069 3.22133
H 3.92532 -4.58724 2.63430
H 5.39447 -3.84376 0.73346
H 4.71472 -1.88716 -0.59487
H 4.56838 -0.09596 -3.83508
H 5.27178 2.09956 -4.71092
H 4.61644 4.21020 -3.42585
H 3.11406 3.95617 -1.49518
O 0.75133 5.47849 -0.53675
C 0.55428 4.28670 -0.70837
O 0.60136 3.35269 0.18190
C 0.18380 3.73597 -2.09379
P -0.51889 2.06543 -1.82891
C -2.19245 2.35314 -1.01126
C -3.82405 1.33035 0.05398
C -4.81827 2.32400 0.55808
C -4.74927 3.64029 0.36541
C -3.67009 4.33503 -0.34236
C -2.58404 3.80613 -0.91604
C -0.87835 1.57044 -3.54863
C -1.84966 2.19691 -4.32694
C -2.07903 1.79020 -5.63168
C -1.32212 0.75969 -6.17749
C -0.34208 0.14340 -5.41440
C -0.12320 0.54258 -4.10212
H 1.09431 3.59696 -2.68272
H -0.45225 4.43033 -2.64648
H -4.13372 0.32115 0.31064
H -5.66522 1.93213 1.11195
H -5.53772 4.26532 0.77076
H -3.74918 5.41665 -0.37117
H -1.90576 4.53046 -1.34029
H -2.44196 3.00116 -3.90335
H -2.84670 2.27557 -6.22245
H -1.49607 0.44175 -7.19829
H 0.25081 -0.65909 -5.83373
H 0.62718 0.03724 -3.50268
C 1.10937 -3.77502 -0.76633
C -0.18412 -3.93956 -0.01767
C -0.56817 -5.21016 0.35320
C -1.76952 -5.46786 1.00914
C -2.58608 -4.38750 1.27863
C -2.25608 -3.07679 0.93664
C -3.25328 -2.02026 1.36209
C -1.01276 -2.80149 0.27873
N -0.49877 -1.59803 -0.10651
H 1.20834 -4.56473 -1.51735
H 1.96985 -3.85083 -0.10195
H 1.16750 -2.80107 -1.24766
H 0.09970 -6.03090 0.10405
H -2.05263 -6.47259 1.29901
H -3.52698 -4.54785 1.79990
H -3.83736 -1.62745 0.52609
H -2.79295 -1.16762 1.86579
H -3.95870 -2.46860 2.06801
```

Results of the Löwdin charge analysis, in e, for atoms 1 through 5:
1 Lu 1.40
2 N 0.03
3 C -0.91
4 S 0.54
5 N 0.01

---

It is found that the maximum force values, taken in the order of the records, are 0.6 4.8 1.7 1.7 eV/Å.